C3H12N2O | ωB97M-V with the def2-TZVPD basis set

Each atom is followed by the atoms it is bonded to, with distances in Å.
CARTESIAN COORDINATES (ANGSTROEM)
1 N 2.5541 -1.0262 0.5628  H9 1.002, C11 1.474, H12 1.014
2 H 0.3151 1.4205 -2.1232  C15 1.091
3 H -0.9846 -1.0483 0.1030  N17 1.013
4 H -0.9788 0.3013 1.0199  N17 1.024
5 H -1.2075 0.8588 -1.4648  C15 1.093
6 O -3.2682 1.1399 1.1557  H8 0.951, H16 0.973
7 H 0.9075 1.1224 0.1576  C13 1.093
8 H -4.0242 1.5224 0.7243  O6 0.951
9 H 1.9782 -1.6210 1.1275  N1 1.002
10 H 2.3625 -0.3049 -1.3833  C11 1.091
11 C 1.7113 -0.6980 -0.6008  N1 1.474, H10 1.091, C13 1.538, H14 1.093
12 H 2.6804 -0.1847 1.1151  N1 1.014
13 C 0.5111 0.2221 -0.3200  H7 1.093, C11 1.538, C15 1.527, N17 1.481
14 H 1.2597 -1.6159 -0.9850  C11 1.093
15 C -0.1691 0.5687 -1.6428  H2 1.091, H5 1.093, C13 1.527, H18 1.092
16 H -3.6754 0.3259 1.5007  O6 0.973
17 N -0.3831 -0.4465 0.6536  H3 1.013, H4 1.024, C13 1.481
18 H -0.1823 -0.2750 -2.3355  C15 1.092

F_max: 1.03 eV Å⁻¹
Kohn-Sham gap: 9.7 eV
net charge: 0
SMILES: C[C@@H](N)CN.O
E_HOMO: -9.031 eV
ΔE to the lowest compared entry with this formula, charge and spin: 12.0 kJ/mol


C3H12N2O | ωB97M-V with the def2-TZVPD basis set

Each atom is followed by the atoms it is bonded to, with distances in Å.
CARTESIAN COORDINATES (ANGSTROEM)
1 H 1.9875 -1.1533 -1.9423  O17 1.021
2 H 1.4712 1.1838 -0.2237  N10 0.971
3 C 0.1151 1.5074 1.1124  C6 1.559, N10 1.473, H11 1.132, H12 1.100
4 H -2.5471 -1.9281 0.0804  C14 1.182
5 H -1.2990 0.2331 -0.3944  N7 1.058
6 C -0.1770 -0.0139 1.2920  C3 1.559, N7 1.475, H15 1.136, H16 1.136
7 N -0.6828 -0.5277 0.0057  H5 1.058, C6 1.475, C14 1.497
8 H -0.9083 -2.7472 -0.0830  C14 1.099
9 H 0.3725 -1.1120 -1.9717  O17 0.934
10 N 0.9371 1.9689 -0.0198  H2 0.971, C3 1.473, H13 1.076
11 H -0.8775 2.0484 1.1644  C3 1.132
12 H 0.4896 1.8226 2.0970  C3 1.100
13 H 0.3815 2.0615 -0.9361  N10 1.076
14 C -1.3856 -1.8225 0.2709  H4 1.182, N7 1.497, H8 1.099, H18 1.062
15 H -0.8667 -0.0149 2.1952  C6 1.136
16 H 0.7831 -0.5624 1.5506  C6 1.136
17 O 1.1445 -0.7461 -2.3502  H1 1.021, H9 0.934
18 H -1.2383 -1.9770 1.3113  C14 1.062

F_max: 3.73 eV Å⁻¹
Kohn-Sham gap: 10.1 eV
net charge: 0
SMILES: CNCCN.O
E_HOMO: -9.242 eV
ΔE to the lowest compared entry with this formula, charge and spin: 152.8 kJ/mol


C3H12N2O | ωB97M-V with the def2-TZVPD basis set

Each atom is followed by the atoms it is bonded to, with distances in Å.
CARTESIAN COORDINATES (ANGSTROEM)
1 H 2.6465 -1.2013 1.8805  N2 1.020
2 N 1.8103 -0.6805 2.1452  H1 1.020, H10 1.023, C15 1.455
3 H 0.7054 1.4486 -1.2051  C13 1.103
4 H -1.4831 1.3962 -2.1500  N14 1.022
5 H -3.2589 -1.8876 -0.2070  O7 0.943
6 H -0.6148 -0.3497 0.9168  C17 1.084
7 O -3.1860 -1.9144 -1.1464  H5 0.943, H8 0.979
8 H -2.5453 -1.1945 -1.3188  O7 0.979
9 H -0.5588 0.2576 -2.4501  N14 1.024
10 H 2.2824 -0.2255 2.9300  N2 1.023
11 H -0.5186 1.8048 0.0255  C13 1.096
12 H 1.4706 1.3412 1.4665  C15 1.090
13 C -0.1445 1.0228 -0.6457  H3 1.103, H11 1.096, N14 1.485, C17 1.538
14 N -1.1302 0.5710 -1.6602  H4 1.022, H9 1.024, C13 1.485
15 C 1.4518 0.3029 1.1344  N2 1.455, H12 1.090, C17 1.525, H18 1.114
16 H 0.5677 -0.9099 -0.3839  C17 1.091
17 C 0.2478 -0.1231 0.3014  H6 1.084, C13 1.538, C15 1.525, H16 1.091
18 H 2.2579 0.3413 0.3668  C15 1.114

F_max: 2.37 eV Å⁻¹
Kohn-Sham gap: 10.5 eV
net charge: 0
SMILES: NCCCN.O
E_HOMO: -9.684 eV
ΔE to the lowest compared entry with this formula, charge and spin: 60.6 kJ/mol


C3H12N2O2 | ωB97M-V with the def2-TZVPD basis set

Each atom is followed by the atoms it is bonded to, with distances in Å.
CARTESIAN COORDINATES (ANGSTROEM)
1 H -2.0279 -1.0517 -2.3077  N17 1.011
2 H -0.0219 -2.4156 -1.6323  C15 1.087
3 O -1.0513 3.2674 -1.8416  H9 0.957, H19 0.969
4 H 0.7473 -2.2687 1.7071  O14 0.978
5 N 0.1947 -1.2808 0.0758  C15 1.297, C16 1.456
6 H 1.9498 -2.7222 2.4871  O14 0.967
7 H -1.4106 0.1783 -1.4023  N17 1.008
8 C 0.7586 0.5884 1.6452  H12 1.086, H13 1.099, C16 1.528, H18 1.089
9 H -1.0646 4.1902 -2.0949  O3 0.957
10 H -0.0574 0.8472 -0.3047  C16 1.101
11 H 1.5642 0.2913 -0.2759  C16 1.099
12 H -0.1173 0.4150 2.2628  C8 1.086
13 H 0.9728 1.6627 1.5571  C8 1.099
14 O 1.0009 -2.5731 2.6010  H4 0.978, H6 0.967
15 C -0.3659 -1.5583 -1.0600  H2 1.087, N5 1.297, N17 1.380
16 C 0.5908 0.1149 0.2020  N5 1.456, C8 1.528, H10 1.101, H11 1.099
17 N -1.4398 -0.8226 -1.5183  H1 1.011, H7 1.008, C15 1.380
18 H 1.6748 0.1960 2.0842  C8 1.089
19 H -1.8972 2.9418 -2.1846  O3 0.969

F_max: 3.01 eV Å⁻¹
Kohn-Sham gap: 8.8 eV
net charge: 0
SMILES: CC/N=C\N.O.O
E_HOMO: -8.418 eV
ΔE to the lowest compared entry with this formula, charge and spin: 201.0 kJ/mol


C3H12N2O2 | ωB97M-V with the def2-TZVPD basis set

Each atom is followed by the atoms it is bonded to, with distances in Å.
CARTESIAN COORDINATES (ANGSTROEM)
1 H -3.7476 -1.1023 -1.0490  C5 1.092
2 H 0.6340 -0.2969 -1.2122  N17 1.015
3 H -3.1297 0.1643 0.8770  N12 1.015
4 C 1.6201 0.4360 1.1084  O7 1.485, H11 1.100, C13 1.533, O18 1.382
5 C -2.7094 -0.8322 -0.8461  H1 1.092, H6 1.090, N12 1.451, H15 1.101
6 H -2.0800 -1.6704 -1.1461  C5 1.090
7 O 0.2020 0.0231 1.2633  C4 1.485, H19 0.980
8 H 1.6715 0.5015 -2.2004  N17 1.013
9 H 2.6915 1.5947 -0.3523  C13 1.092
10 H 2.4697 -1.0525 0.2858  O18 0.973
11 H 1.8943 1.1209 1.9249  C4 1.100
12 N -2.5478 -0.6123 0.5786  H3 1.015, C5 1.451, H14 1.057
13 C 1.7046 1.1372 -0.2517  C4 1.533, H9 1.092, H16 1.099, N17 1.456
14 H -1.5498 -0.3499 0.8083  N12 1.057
15 H -2.4557 0.0354 -1.4744  C5 1.101
16 H 0.9427 1.9278 -0.2906  C13 1.099
17 N 1.5624 0.1091 -1.2731  H2 1.015, H8 1.013, C13 1.456
18 O 2.4862 -0.6392 1.1662  C4 1.382, H10 0.973
19 H 0.3409 -0.4944 2.0833  O7 0.980

F_max: 2.80 eV Å⁻¹
Kohn-Sham gap: 9.6 eV
net charge: 0
SMILES: NCC(O)O.CN
E_HOMO: -8.794 eV
ΔE to the lowest compared entry with this formula, charge and spin: 110.5 kJ/mol


C3H12N2O2 | ωB97M-V with the def2-TZVPD basis set

Each atom is followed by the atoms it is bonded to, with distances in Å.
CARTESIAN COORDINATES (ANGSTROEM)
1 O -3.0105 0.4904 -1.4653  H3 0.965, H7 0.959
2 O -2.1273 1.4937 1.6874  H14 0.966, H19 0.972
3 H -2.8761 1.2099 -0.8360  O1 0.965
4 H -0.7339 -2.0806 -0.6333  N6 1.032
5 H 0.9063 -1.9011 -0.6335  N6 1.013
6 N 0.0918 -1.9335 -0.0323  H4 1.032, H5 1.013, C17 1.432
7 H -2.8391 0.8668 -2.3305  O1 0.959
8 H -0.5388 -0.6743 1.5321  C17 1.078
9 C 3.1201 -0.3772 -0.2713  H10 1.082, H13 1.085, H15 1.092, C18 1.563
10 H 3.6998 -0.5026 -1.1766  C9 1.082
11 H 2.1448 1.4077 -0.7879  C18 1.107
12 N 0.8709 0.2925 0.4540  C17 1.264, C18 1.419
13 H 2.8631 -1.3906 0.0187  C9 1.085
14 H -2.1968 0.8690 0.9534  O2 0.966
15 H 3.6610 0.1967 0.4842  C9 1.092
16 H 1.3468 0.0044 -1.5702  C18 1.111
17 C 0.0812 -0.6749 0.6503  N6 1.432, H8 1.078, N12 1.264
18 C 1.7931 0.3713 -0.6211  C9 1.563, H11 1.107, N12 1.419, H16 1.111
19 H -1.2048 1.7542 1.5239  O2 0.972

F_max: 1.63 eV Å⁻¹
Kohn-Sham gap: 10.2 eV
net charge: 0
SMILES: CC/N=C\N.O.O
E_HOMO: -9.604 eV
ΔE to the lowest compared entry with this formula, charge and spin: 138.3 kJ/mol


Please write out number 6 again, unchanged.
C3H12N2O2 | ωB97M-V with the def2-TZVPD basis set

Each atom is followed by the atoms it is bonded to, with distances in Å.
CARTESIAN COORDINATES (ANGSTROEM)
1 O -3.0105 0.4904 -1.4653  H3 0.965, H7 0.959
2 O -2.1273 1.4937 1.6874  H14 0.966, H19 0.972
3 H -2.8761 1.2099 -0.8360  O1 0.965
4 H -0.7339 -2.0806 -0.6333  N6 1.032
5 H 0.9063 -1.9011 -0.6335  N6 1.013
6 N 0.0918 -1.9335 -0.0323  H4 1.032, H5 1.013, C17 1.432
7 H -2.8391 0.8668 -2.3305  O1 0.959
8 H -0.5388 -0.6743 1.5321  C17 1.078
9 C 3.1201 -0.3772 -0.2713  H10 1.082, H13 1.085, H15 1.092, C18 1.563
10 H 3.6998 -0.5026 -1.1766  C9 1.082
11 H 2.1448 1.4077 -0.7879  C18 1.107
12 N 0.8709 0.2925 0.4540  C17 1.264, C18 1.419
13 H 2.8631 -1.3906 0.0187  C9 1.085
14 H -2.1968 0.8690 0.9534  O2 0.966
15 H 3.6610 0.1967 0.4842  C9 1.092
16 H 1.3468 0.0044 -1.5702  C18 1.111
17 C 0.0812 -0.6749 0.6503  N6 1.432, H8 1.078, N12 1.264
18 C 1.7931 0.3713 -0.6211  C9 1.563, H11 1.107, N12 1.419, H16 1.111
19 H -1.2048 1.7542 1.5239  O2 0.972

F_max: 1.63 eV Å⁻¹
Kohn-Sham gap: 10.2 eV
net charge: 0
SMILES: CC/N=C\N.O.O
E_HOMO: -9.604 eV
ΔE to the lowest compared entry with this formula, charge and spin: 138.3 kJ/mol


Please write out number 1 again, unchanged.
C3H12N2O | ωB97M-V with the def2-TZVPD basis set

Each atom is followed by the atoms it is bonded to, with distances in Å.
CARTESIAN COORDINATES (ANGSTROEM)
1 N 2.5541 -1.0262 0.5628  H9 1.002, C11 1.474, H12 1.014
2 H 0.3151 1.4205 -2.1232  C15 1.091
3 H -0.9846 -1.0483 0.1030  N17 1.013
4 H -0.9788 0.3013 1.0199  N17 1.024
5 H -1.2075 0.8588 -1.4648  C15 1.093
6 O -3.2682 1.1399 1.1557  H8 0.951, H16 0.973
7 H 0.9075 1.1224 0.1576  C13 1.093
8 H -4.0242 1.5224 0.7243  O6 0.951
9 H 1.9782 -1.6210 1.1275  N1 1.002
10 H 2.3625 -0.3049 -1.3833  C11 1.091
11 C 1.7113 -0.6980 -0.6008  N1 1.474, H10 1.091, C13 1.538, H14 1.093
12 H 2.6804 -0.1847 1.1151  N1 1.014
13 C 0.5111 0.2221 -0.3200  H7 1.093, C11 1.538, C15 1.527, N17 1.481
14 H 1.2597 -1.6159 -0.9850  C11 1.093
15 C -0.1691 0.5687 -1.6428  H2 1.091, H5 1.093, C13 1.527, H18 1.092
16 H -3.6754 0.3259 1.5007  O6 0.973
17 N -0.3831 -0.4465 0.6536  H3 1.013, H4 1.024, C13 1.481
18 H -0.1823 -0.2750 -2.3355  C15 1.092

F_max: 1.03 eV Å⁻¹
Kohn-Sham gap: 9.7 eV
net charge: 0
SMILES: C[C@@H](N)CN.O
E_HOMO: -9.031 eV
ΔE to the lowest compared entry with this formula, charge and spin: 12.0 kJ/mol